C35H18BrClF4N6NaO4 | the ωB97M-V functional and the def2-TZVPD basis

Multiplicity ... 1
E_HOMO ... -5.1 eV
Kohn-Sham gap ... 4.766 eV
Charge ... -1
Energy above the lowest of the compared OMol25 structures with the same formula, charge and spin ... 0.00 kcal per mole

The geometry in XYZ format:
```
70
C35H18BrClF4N6NaO4 the ωB97M-V functional and the def2-TZVPD basis
Na -0.218 1.427 0.035
O -3.653 -3.035 -1.503
C -2.335 -3.321 -1.258
C -1.784 -4.539 -1.642
C -0.441 -4.799 -1.410
C 0.360 -3.830 -0.824
C -0.199 -2.615 -0.452
C -1.554 -2.350 -0.630
C -2.123 -0.995 -0.206
O -1.632 0.019 -0.956
N -1.787 -0.871 1.249
N -1.760 0.389 1.715
C -1.176 0.623 2.821
C -1.038 1.977 3.355
Br -1.662 3.375 2.239
C -0.488 2.199 4.550
C -0.215 3.466 5.248
C -0.492 3.550 6.613
C -0.236 4.712 7.322
C 0.321 5.809 6.678
C 0.625 5.727 5.327
C 0.362 4.566 4.616
H -4.050 -3.781 -1.963
H -2.408 -5.278 -2.135
H -0.019 -5.747 -1.719
H 1.416 -4.013 -0.672
H 0.421 -1.836 -0.014
H -3.219 -1.047 -0.251
H -0.996 -1.432 1.548
H -0.698 -0.164 3.410
H -0.225 1.299 5.101
H -0.922 2.692 7.117
H -0.469 4.761 8.378
H 0.526 6.718 7.229
H 1.077 6.571 4.822
H 0.619 4.503 3.568
Cl 6.770 -0.506 -1.513
C 5.169 -0.312 -0.832
C 4.506 -1.429 -0.294
C 3.263 -1.297 0.252
C 2.558 -0.042 0.288
O 1.397 0.032 0.786
C 3.271 1.077 -0.273
C 2.743 2.418 -0.319
O 1.633 2.816 0.013
C 4.562 0.908 -0.812
H 4.994 -2.395 -0.319
H 2.757 -2.155 0.678
H 3.468 3.161 -0.714
H 5.072 1.774 -1.221
F 0.274 1.110 -2.500
C -0.413 0.091 -2.998
C 0.250 -1.034 -3.308
F 1.548 -1.116 -3.015
C -0.401 -2.187 -3.873
C -1.828 -2.019 -4.093
C -2.478 -0.876 -3.849
F -3.782 -0.819 -4.090
C -1.818 0.302 -3.318
C -2.445 1.507 -3.224
C -1.868 2.643 -2.563
N -1.465 3.601 -2.070
C -3.788 1.747 -3.668
N -4.840 2.028 -4.035
F -2.521 -3.053 -4.566
C 0.253 -3.347 -4.170
C 1.659 -3.552 -3.961
N 2.769 -3.823 -3.839
C -0.386 -4.509 -4.719
N -0.814 -5.477 -5.168
```

C35H21F9O2OsPS | the ωB97M-V functional and the def2-TZVPD basis

Multiplicity ... 1
E_HOMO (alpha / beta) ... -3.7 / -3.7 eV
Kohn-Sham gap (alpha / beta) ... 5.961 / 5.963 eV
Charge ... -1
Energy above the lowest of the compared OMol25 structures with the same formula, charge and spin ... 33.59 kcal per mole

The geometry in XYZ format:
```
70
C35H21F9O2OsPS the ωB97M-V functional and the def2-TZVPD basis
Os -0.374 -1.989 1.086
O -1.482 -4.962 -1.700
C -0.670 -4.313 -1.060
O -1.035 -3.297 -0.331
C 0.798 -4.646 -1.143
C 1.090 -5.737 -1.977
C 2.375 -6.163 -2.218
C 3.430 -5.474 -1.621
C 3.171 -4.407 -0.797
C 1.859 -3.967 -0.516
S 1.827 -2.575 0.565
H 0.244 -6.230 -2.435
H 2.562 -7.012 -2.862
H 4.456 -5.774 -1.801
H 3.989 -3.871 -0.332
C -0.555 -1.201 2.554
C -0.778 -0.443 3.795
C -1.947 0.288 3.987
C -2.094 1.083 5.116
C -1.084 1.128 6.069
C 0.075 0.383 5.891
C 0.232 -0.394 4.752
H -2.729 0.237 3.239
H -2.998 1.661 5.251
H -1.202 1.742 6.953
H 0.865 0.416 6.630
H 1.146 -0.949 4.584
F -6.450 3.267 -1.635
C -5.277 3.686 -2.147
F -5.178 4.996 -1.868
F -5.393 3.584 -3.485
C -4.115 2.888 -1.618
C -4.168 1.499 -1.696
C -3.116 0.749 -1.206
C -1.992 1.366 -0.653
C -1.949 2.751 -0.593
C -3.009 3.515 -1.072
P -0.683 0.188 -0.054
C 0.480 1.242 0.874
C -0.010 2.090 1.867
C 0.852 2.783 2.699
C 2.224 2.627 2.549
C 2.726 1.769 1.579
C 1.857 1.082 0.746
C 3.151 3.339 3.492
F 4.412 3.400 3.033
F 2.758 4.609 3.725
F 3.212 2.740 4.697
C 0.141 -0.027 -1.694
C -0.074 -1.190 -2.417
C 0.497 -1.357 -3.674
C 1.278 -0.351 -4.212
C 1.478 0.835 -3.512
C 0.903 0.994 -2.266
C 1.905 -0.487 -5.571
F 1.761 -1.710 -6.097
F 3.227 -0.223 -5.544
F 1.373 0.381 -6.459
H -5.029 1.007 -2.127
H -3.164 -0.334 -1.251
H -1.082 3.257 -0.187
H -2.964 4.593 -1.020
H -1.077 2.199 2.014
H 0.457 3.429 3.471
H 3.792 1.623 1.481
H 2.257 0.382 0.025
H -0.668 -1.992 -1.996
H 0.344 -2.282 -4.211
H 2.079 1.627 -3.938
H 1.057 1.922 -1.731
```

- multiplicity of number 1 (C35H18BrClF4N6NaO4)?
  1